Computed, not measured: a structure of composition C35H46ClF4N11O2S2Sn at a distorted geometry, with the ωB97M-V functional and the def2-TZVPD basis.

CARTESIAN COORDINATES (ANGSTROEM)
1 Sn 0.892 0.482 0.321
2 C 2.793 1.955 3.600
3 N 2.334 0.860 2.755
4 C 3.465 -0.104 2.636
5 C 1.173 0.160 3.350
6 C -0.151 0.982 3.341
7 N -0.541 1.382 2.011
8 C -1.790 1.943 1.863
9 C -2.048 2.739 0.706
10 F -1.019 2.939 -0.127
11 C -3.270 3.331 0.466
12 F -3.394 3.990 -0.709
13 C -4.291 3.270 1.364
14 C -4.114 2.430 2.447
15 F -5.147 2.203 3.238
16 C -2.912 1.773 2.716
17 F -2.953 0.887 3.721
18 H 3.003 1.627 4.604
19 H 2.055 2.768 3.618
20 H 3.775 2.305 3.196
21 H 3.680 -0.579 3.604
22 H 4.398 0.408 2.288
23 H 3.182 -0.880 1.899
24 H 1.450 -0.151 4.367
25 H 1.054 -0.751 2.783
26 H 0.015 1.875 3.964
27 H -0.868 0.330 3.851
28 H -5.294 3.683 1.114
29 O 5.494 3.206 -5.494
30 N 5.037 3.739 -4.498
31 O 5.534 4.765 -4.012
32 C 3.876 3.104 -3.850
33 C 2.886 2.710 -4.641
34 C 1.714 2.136 -3.999
35 C 0.561 1.781 -4.702
36 C -0.596 1.429 -4.058
37 C -0.534 1.367 -2.662
38 N 0.568 1.611 -1.981
39 C 1.649 2.042 -2.609
40 C 2.779 2.420 -1.803
41 N 2.618 2.307 -0.472
42 C 3.646 2.697 0.276
43 C 4.811 3.232 -0.245
44 C 4.977 3.371 -1.596
45 C 3.904 2.965 -2.405
46 H 2.954 2.846 -5.729
47 H 0.584 1.873 -5.793
48 H -1.494 1.171 -4.610
49 H -1.411 1.093 -2.050
50 H 3.568 2.545 1.341
51 H 5.630 3.443 0.416
52 H 5.941 3.674 -2.044
53 Cl 2.275 -1.261 -1.667
54 N 5.180 -0.697 -0.822
55 C 5.299 -1.888 -0.213
56 C 6.312 -1.737 0.686
57 C 6.694 -0.428 0.595
58 N 5.959 0.265 -0.320
59 H 4.425 -0.451 -1.439
60 H 4.678 -2.694 -0.509
61 H 6.676 -2.407 1.405
62 H 7.557 0.018 1.071
63 C -3.660 -4.029 0.376
64 C -2.383 -4.893 0.411
65 C -1.447 -4.762 -0.790
66 C -0.865 -3.395 -1.201
67 N -1.837 -2.507 -1.893
68 C -2.248 -1.305 -1.511
69 S -1.745 -0.594 -0.071
70 N -3.061 -0.630 -2.349
71 C -3.874 0.569 -2.073
72 C -5.372 0.342 -1.938
73 C -5.793 -0.633 -0.792
74 C -5.532 -0.153 0.672
75 H -4.239 -4.168 1.277
76 H -4.279 -4.290 -0.509
77 H -3.508 -2.976 0.332
78 H -2.667 -5.930 0.489
79 H -1.824 -4.529 1.302
80 H -1.922 -5.174 -1.671
81 H -0.549 -5.356 -0.588
82 H 0.010 -3.572 -1.829
83 H -0.498 -2.907 -0.318
84 H -2.187 -2.870 -2.771
85 H -3.222 -1.059 -3.279
86 H -3.670 1.279 -2.884
87 H -3.437 1.027 -1.174
88 H -5.807 0.029 -2.901
89 H -5.844 1.292 -1.765
90 H -5.327 -1.661 -0.992
91 H -6.890 -0.740 -0.891
92 H -4.465 0.044 0.828
93 H -5.821 -0.938 1.314
94 H -6.106 0.719 0.935
95 N -0.450 -4.243 4.156
96 C -0.293 -3.570 2.981
97 N -1.132 -2.595 2.677
98 S 1.005 -3.927 1.966
99 H -1.325 -4.266 4.684
100 H 0.195 -5.018 4.280
101 H -2.012 -2.500 3.231
102 H -1.149 -2.214 1.729

Cartesian forces, eV/Å:
Sn 0.285 0.301 0.005
C 0.310 0.643 -1.021
N 0.585 -0.553 0.150
C -0.187 0.247 -0.649
C 0.047 0.919 -0.129
C 1.137 -0.547 0.482
N -0.625 0.166 -0.620
C 0.596 -0.270 -0.064
C -0.295 -0.391 1.305
F 0.154 0.038 -0.432
C 1.511 0.056 -0.764
F -0.243 0.166 0.162
C -1.888 -0.089 -0.167
C 1.161 0.198 -0.357
F -0.721 -0.221 0.704
C -0.694 0.805 -1.064
F 0.298 -0.280 0.398
H -0.028 -0.266 0.796
H 0.335 -0.140 -0.002
H -0.882 0.043 0.381
H -0.025 -0.023 -0.055
H -0.859 -0.381 0.145
H 0.287 0.210 0.355
H -0.291 0.074 0.128
H -0.226 -0.490 -0.201
H -0.201 -0.119 0.151
H 0.019 0.193 -0.042
H 0.965 -0.307 0.369
O -0.606 -0.011 0.294
N 1.605 0.954 -0.251
O -1.112 -1.164 -0.205
C 1.054 0.379 0.593
C -0.979 -0.583 -0.282
C 0.076 0.485 -0.400
C -0.010 0.323 -1.174
C 0.293 -0.143 0.254
C -0.681 -0.334 0.396
N -1.080 -0.186 0.503
C 0.642 -0.185 -0.463
C -0.591 0.239 0.383
N 1.028 0.045 0.414
C -0.753 -0.285 -0.129
C 0.731 0.063 -0.224
C 0.457 -0.314 -0.222
C 0.338 0.484 -0.740
H -0.135 -0.158 0.601
H -0.050 -0.153 0.325
H 0.074 0.121 0.178
H 0.704 0.207 -0.522
H -0.234 0.032 -0.047
H 0.119 0.141 0.204
H -0.844 -0.001 0.470
Cl -0.320 0.162 -0.167
N -0.559 0.384 0.227
C 0.044 0.541 -0.619
C -0.288 -0.451 0.299
C 0.309 2.185 -0.808
N 1.258 -1.256 0.700
H -0.382 -0.130 -0.227
H -0.393 -0.519 -0.067
H 0.430 -1.026 0.544
H -0.308 0.269 0.145
C -0.280 -1.099 -0.933
C 0.251 1.971 0.302
C 0.325 0.318 -0.284
C -0.686 -0.245 0.270
N 0.531 -0.842 -0.057
C 0.067 0.082 -0.217
S -0.293 0.146 0.801
N -0.814 -0.556 -1.397
C 0.810 0.302 0.166
C 0.001 -0.982 0.517
C -0.013 -0.312 -0.420
C 0.946 0.019 -1.880
H -0.335 -0.362 0.219
H 0.122 0.068 0.527
H 0.599 0.917 -0.145
H 0.041 -0.375 0.357
H -0.249 -0.859 -0.465
H -0.206 -0.410 -0.359
H -0.193 -0.156 -0.027
H -0.164 0.257 -0.203
H 0.177 0.486 0.219
H -0.030 0.065 0.102
H 0.094 0.353 1.039
H -0.128 -0.082 0.041
H -0.329 -0.178 -0.089
H 0.233 -0.295 0.213
H -0.062 0.699 0.252
H -0.594 1.330 0.431
H 0.444 -0.265 -0.038
H -0.172 0.066 0.069
H -0.316 -0.943 0.938
H -0.196 0.428 -0.079
N -0.258 -0.167 0.033
C 1.331 -0.831 0.023
N -2.302 0.696 0.776
S -0.112 0.085 0.198
H 0.541 0.158 -0.440
H -0.357 0.361 -0.007
H 1.131 0.090 -0.794
H 0.086 -0.033 0.391

Output
ΔE to the lowest compared entry with this formula, charge and spin ... 0.00 kcal per mole
Highest occupied orbital energy ... -7.07 eV
Calculated total energy ... -3984.37827 a.u.
Frontier orbital gap ... 6.269 eV